(1)
116
Properties=species:S:1:pos:R:3 method="wB97M-V/def2-TZVPD" smiles="Cc1cccc(C[C@@]2(S)[C@](C[C@H](O)CN)(ON=O)[C@](F)([PH2]=S)OS(=O)(=O)[C@@]2(N)OC[C@@H](C)C(C)C)c1.CCOS(C)(=O)=O.CCOS(C)(=O)=O.CCOS(C)(=O)=O" e_lumo_ev=-0.824 de_lowest_kj_mol=1311.8
C 5.5665 5.7198 -3.7783
C 4.4018 4.5290 -3.6842
C 4.5990 3.2527 -4.7062
C 3.4442 2.0861 -4.6816
C 2.1496 2.2155 -3.6362
C 1.9267 3.4448 -2.5761
C 0.7180 3.7043 -1.5495
C 0.4562 2.7724 -0.2756
S -1.3823 3.1857 0.1222
C 0.3684 1.1100 -0.4877
C -0.5516 0.7850 -1.7615
C -0.3533 -0.5500 -2.6531
O -1.0686 -0.3199 -3.9596
C -0.9929 -1.9437 -2.1050
N -1.1444 -2.9772 -3.2298
O -0.4884 0.7663 0.7066
N -0.8912 -0.4883 0.7237
O -2.1044 -0.5492 0.8903
C 1.7745 0.4110 -0.2025
F 2.9869 1.1367 -0.7463
P 2.1430 -1.4085 -0.4906
S 1.6147 -2.6225 0.9918
O 1.9315 0.4326 1.2977
S 2.2969 1.9322 1.9229
O 3.8725 2.0318 1.9524
O 1.8976 1.8947 3.4511
C 1.4499 3.2773 0.9448
N 0.6033 4.1586 1.8159
O 2.6155 4.0873 0.4536
C 3.0901 5.0582 1.4269
C 4.7125 5.3006 1.0989
C 4.9788 6.3910 -0.0955
C 5.4157 5.8776 2.4878
C 4.4578 7.0410 3.2006
C 5.7274 4.7213 3.6076
C 3.1231 4.6168 -2.6510
H 5.4403 6.5452 -2.9475
H 5.3385 6.2763 -4.8097
H 6.6515 5.2941 -3.8806
H 5.5208 3.2218 -5.4295
H 3.5791 1.1768 -5.4354
H 1.3512 1.3696 -3.7031
H 0.7881 4.8421 -1.1872
H -0.2859 3.7244 -2.2018
H -1.6747 2.9331 1.4616
H -0.6062 1.6302 -2.6092
H -1.6960 0.7595 -1.4055
H 0.7815 -0.6009 -2.9785
H -1.8501 0.2983 -3.8106
H -2.1103 -1.6991 -1.7617
H -0.4719 -2.4193 -1.1724
H -0.3316 -2.9053 -3.8996
H -2.0234 -2.7627 -3.7848
H 3.6132 -1.5352 -0.4647
H 1.7535 -2.0382 -1.6992
H 0.8637 4.1850 2.8145
H 0.3438 5.0731 1.4070
H 2.5239 6.0981 1.3092
H 3.0793 4.6801 2.5594
H 5.2004 4.2344 0.8993
H 5.6713 5.8752 -0.8871
H 4.0170 6.8949 -0.5315
H 5.6140 7.2742 0.3959
H 6.4533 6.4130 2.2458
H 3.6335 6.4747 3.8080
H 3.9303 7.6935 2.3818
H 5.0639 7.7086 3.9636
H 4.7117 4.2837 3.9900
H 6.3019 5.1746 4.5479
H 6.4371 3.9035 3.1328
H 3.0082 5.5623 -1.9312
C -0.1344 -6.4116 -1.8651
C -1.6465 -6.4197 -1.7412
O -2.2426 -7.2662 -2.7128
S -2.2082 -8.8776 -2.4722
C -3.3878 -9.3151 -3.7251
O -2.7798 -9.1732 -1.1764
O -0.9107 -9.3794 -2.8730
H 0.2873 -7.3846 -1.5963
H 0.3043 -5.6593 -1.2037
H 0.1695 -6.2014 -2.8957
H -1.9598 -6.7048 -0.7312
H -2.0249 -5.4079 -1.9227
H -4.3594 -8.8970 -3.4577
H -3.4467 -10.4049 -3.7672
H -3.0454 -8.9240 -4.6851
C -10.2404 -8.3755 -3.4159
C -9.9044 -7.1467 -2.5918
O -8.6269 -7.2629 -1.9833
S -7.3003 -7.0196 -2.8981
C -6.1304 -6.9037 -1.5675
O -7.4002 -5.7264 -3.5391
O -7.0229 -8.2286 -3.6446
H -9.5874 -8.4530 -4.2902
H -11.2743 -8.3338 -3.7694
H -10.1012 -9.2878 -2.8269
H -9.9667 -6.2352 -3.1960
H -10.6365 -7.0483 -1.7830
H -6.3630 -6.0226 -0.9676
H -5.1330 -6.8092 -2.0024
H -6.1887 -7.8124 -0.9652
C -2.4466 2.8533 8.1923
C -1.4146 1.9118 8.7843
O -0.5756 1.3626 7.7791
S 0.6146 2.2891 7.1622
C 1.4942 0.9936 6.3252
O 1.4382 2.7814 8.2451
O 0.0465 3.1719 6.1653
H -1.9722 3.7522 7.7876
H -3.1674 3.1654 8.9531
H -2.9833 2.3723 7.3683
H -0.8207 2.4104 9.5578
H -1.9304 1.0730 9.2642
H 1.8830 0.2937 7.0664
H 2.3175 1.4487 5.7703
H 0.8129 0.4924 5.6348


(2)
107
Properties=species:S:1:pos:R:3 method="wB97M-V/def2-TZVPD" e_lumo_ev="-9.642 / -11.987" s2=3.89 spin_multiplicity=4 charge=+3
Mn -0.4430 0.1383 0.0415
C -1.2625 1.2810 3.6109
P -0.1731 0.3261 2.5344
C 1.4287 1.2402 2.7155
N 1.6818 1.8702 3.8656
C 2.9046 2.3861 4.0113
C 3.2220 3.0868 5.2437
C 4.5236 3.5884 5.4683
C 5.4977 3.4055 4.5240
C 5.2005 2.7322 3.3003
C 3.8851 2.2279 3.0483
N 3.6230 1.6557 1.8592
C 2.3835 1.2254 1.6684
P 1.9443 0.5743 -0.0079
C 2.9690 -0.9051 -0.1925
C 2.6123 1.7623 -1.3037
C 4.0476 2.2026 -0.9910
C 2.6074 0.9711 -2.6145
C 1.7343 3.0030 -1.4464
C 0.1804 -1.2819 3.4439
C 1.2710 -2.0418 2.7025
C -1.0797 -2.1427 3.5569
C 0.6497 -0.9648 4.8747
H -0.7273 1.4397 4.5464
H -2.1777 0.7251 3.7823
H -1.4961 2.2468 3.1672
H 2.4417 3.1964 5.9868
H 4.7536 4.1084 6.3885
H 6.4978 3.7783 4.7009
H 5.9578 2.6093 2.5354
H 4.0099 -0.6261 -0.0178
H 2.8581 -1.2803 -1.2068
H 2.6831 -1.6800 0.5095
H 4.7241 1.3726 -0.7934
H 4.1025 2.9077 -0.1648
H 4.4061 2.7095 -1.8890
H 3.4682 0.3071 -2.6906
H 2.6724 1.6845 -3.4380
H 1.7000 0.3876 -2.7407
H 1.5807 3.5291 -0.5025
H 0.7684 2.7618 -1.8856
H 2.2429 3.6878 -2.1277
H 1.0039 -2.2137 1.6588
H 1.3955 -3.0197 3.1712
H 2.2378 -1.5331 2.7593
H -1.3676 -2.5746 2.6020
H -1.9237 -1.5998 3.9792
H -0.8423 -2.9640 4.2362
H 1.4808 -0.2637 4.9250
H 0.9910 -1.9035 5.3150
H -0.1620 -0.5934 5.4978
C -2.0864 -2.2260 -4.8540
N -1.8789 -1.4159 -3.6459
C -2.6600 -0.1866 -3.6544
P -0.4670 -1.6246 -2.8567
O -0.2413 -0.4559 -1.8762
N -0.4728 -3.0881 -2.1477
C -1.6072 -3.9958 -2.0699
C 0.7050 -3.5652 -1.4379
N 0.7722 -1.6681 -3.9302
C 1.3355 -2.8875 -4.5155
C 0.9131 -0.5168 -4.8280
H -3.1394 -2.4959 -4.9291
H -1.5074 -3.1471 -4.8117
H -1.8043 -1.6751 -5.7541
H -3.7124 -0.4306 -3.8016
H -2.3466 0.4703 -4.4720
H -2.5612 0.3252 -2.7078
H -2.5005 -3.5264 -2.4747
H -1.7838 -4.2689 -1.0272
H -1.4083 -4.9150 -2.6262
H 1.5375 -2.8776 -1.5704
H 1.0156 -4.5406 -1.8194
H 0.4891 -3.6643 -0.3723
H 1.0573 -3.7646 -3.9424
H 2.4234 -2.8217 -4.5440
H 0.9767 -3.0164 -5.5390
H 0.3746 0.3498 -4.4437
H 0.5126 -0.7569 -5.8158
H 1.9622 -0.2452 -4.9472
C -3.8160 -2.2381 0.5890
S -2.5486 -1.0570 0.5152
O -1.2043 -1.7379 0.4189
O -2.5568 -0.2420 1.7210
O -2.6658 -0.1859 -0.6575
H -3.5926 -2.9281 1.3993
H -3.8732 -2.7475 -0.3684
H -4.7334 -1.6897 0.7954
C -0.9418 6.5373 -1.3511
C -2.1239 5.8049 -1.9734
C -1.7058 5.0132 -3.2081
C -2.8605 4.9338 -0.9614
N -2.0024 3.8503 -0.4203
C -1.7325 2.6537 -0.9087
N -0.8507 2.0776 -0.1111
N -0.6139 2.9568 0.8888
N -1.2901 4.0183 0.7084
H -0.5106 7.2332 -2.0693
H -0.1511 5.8407 -1.0588
H -1.2333 7.1081 -0.4698
H -2.8712 6.5441 -2.2769
H -0.8927 4.3171 -2.9791
H -1.3319 5.6832 -3.9809
H -2.5374 4.4537 -3.6414
H -3.7253 4.4438 -1.4072
H -3.1868 5.5014 -0.0924
H -2.1433 2.2408 -1.8110


(3)
122
Properties=species:S:1:pos:R:3 method="wB97M-V/def2-TZVPD" e_lumo_ev=-4.803 charge=+1 de_lowest_kj_mol=137.9
C 6.0830 9.1780 42.5110
C 6.5480 8.0350 43.4370
C 5.4020 7.3310 44.1180
C 4.4460 6.4480 43.2850
C 5.2270 5.3400 42.5230
C 6.6050 5.8170 41.8680
N 7.2750 7.0380 42.6370
O 8.4090 7.1300 42.1740
C 6.3210 6.3620 40.3850
C 7.4570 4.5790 41.9350
C 7.5110 8.6160 44.5140
H 5.5420 9.9660 42.9020
H 5.3840 8.9180 41.5890
H 7.0090 9.6770 41.8290
H 4.8450 8.0840 44.6630
H 5.7910 6.6450 44.9720
H 3.7270 6.9720 42.5700
H 3.7130 6.0080 43.9560
H 4.6950 4.7040 41.9450
H 5.4500 4.8320 43.4070
H 5.5410 5.5090 39.9230
H 7.3530 6.3060 39.9010
H 5.8530 7.2850 40.3870
H 7.7420 4.3890 43.0730
H 8.4370 4.5870 41.3260
H 7.2040 3.6790 41.2660
H 8.2190 7.6970 44.9330
H 6.8660 8.9680 45.3590
H 8.1800 9.3690 44.2200
N 2.1750 4.0450 48.5920
C 3.4150 4.1360 48.0300
C 3.1230 4.4830 46.6380
C 1.6790 3.9690 46.3630
C 1.1030 3.9120 47.7720
H 2.0530 3.7670 49.5460
H 4.2950 3.9540 48.7000
H 3.7250 4.6200 45.7730
H 1.1500 3.8480 45.4090
H 0.1450 3.7350 48.1440
N 4.6220 2.6730 36.6830
C 5.2600 3.2240 37.7480
C 6.5220 4.0290 37.3100
C 6.2850 4.0050 35.6580
C 5.1520 3.0380 35.5110
H 3.7080 2.0470 36.6740
H 4.8870 2.9520 38.7080
H 7.1390 4.5950 37.9360
H 6.8030 4.5370 34.8570
H 4.4830 2.9840 34.5850
N 9.6020 1.0100 40.9620
C 10.6040 0.5250 40.1320
C 12.0200 1.3120 40.6140
C 11.4440 2.3610 41.6250
C 9.9390 2.0600 41.7210
H 8.6700 0.6390 40.9330
H 10.5720 -0.4460 39.6970
H 12.8690 1.1600 40.2750
H 11.9330 3.2580 42.2350
H 9.3050 2.6690 42.3310
C -0.1580 9.3780 43.9940
N 0.9950 8.8760 43.2470
O 1.3580 9.5200 42.2700
O 1.8150 8.3190 43.9800
H 0.1670 10.1020 44.7160
H -0.6320 8.5180 44.3740
H -0.8330 9.8560 43.2640
C 1.1480 1.7780 41.9420
N 2.2980 2.7210 42.0720
O 2.1780 3.7880 42.5920
O 3.3810 2.4370 41.3320
H 1.5340 0.9790 41.2250
H 0.2810 2.1710 41.5050
H 1.1240 1.0680 42.8590
C 6.7030 14.4470 43.4710
N 6.6540 12.8830 43.5610
O 7.6830 12.4020 43.9770
O 5.7390 12.4680 42.8320
H 5.8600 14.6820 42.9360
H 7.5190 14.8370 42.8520
H 6.4000 14.7760 44.4830
C 5.1490 1.5700 44.2760
N 6.2870 0.9010 43.7150
O 7.1430 1.6420 43.1200
O 6.3800 -0.3190 43.8240
H 5.2420 2.6980 44.1710
H 5.0570 1.2290 45.2940
H 4.3110 0.9870 43.6430
C 8.8800 4.0370 45.8830
N 7.6380 4.7670 46.0790
O 6.5780 4.3760 45.8150
O 7.7500 5.9070 46.6020
H 9.1860 4.5030 44.9050
H 8.6580 2.9810 45.7170
H 9.4760 4.1030 46.6370
C 2.2220 10.4160 39.3270
N 3.4870 9.7000 39.4030
O 4.4720 10.4460 39.3090
O 3.6260 8.6080 39.8480
H 2.3690 11.0850 40.1180
H 1.4410 9.5070 39.5220
H 2.1970 10.7240 38.4130
C 11.5770 5.3720 39.4560
N 10.2820 4.9980 38.8730
O 10.3680 4.1720 37.9070
O 9.4450 5.8520 38.9620
H 11.8900 6.4080 39.3090
H 12.4430 5.0620 38.9460
H 11.6600 4.9350 40.3510
C 12.4130 7.0370 43.6580
N 11.1300 6.2860 43.7560
O 10.7890 5.4140 43.0020
O 10.3780 6.6550 44.6560
H 13.1170 6.9060 44.4540
H 12.1060 7.9770 43.4060
H 12.7490 6.6590 42.6800
C 2.9550 6.0640 37.2250
N 2.9330 7.6250 36.7190
O 1.8950 8.3070 36.7600
O 3.9930 7.9460 36.2500
H 3.4920 5.6620 36.4560
H 1.9720 5.6900 37.3350
H 3.4230 6.1200 38.3000


(4)
116
Properties=species:S:1:pos:R:3 method="wB97M-V/def2-TZVPD" e_lumo_ev=-4.778 charge=+1
O 5.6364 -2.2685 3.0821
C 5.1675 -1.1558 2.4725
N 4.8071 -0.1512 1.6000
N 3.7011 -0.6871 0.9102
N 3.1266 -1.9265 1.2737
N 2.0367 -2.2592 0.4798
C 1.9678 -1.0579 -0.4421
C 0.8076 -0.8484 -1.6223
C -0.4118 0.0041 -0.9020
O -1.7103 -0.7268 -0.8834
C -2.8117 0.2232 -0.6573
C -3.1572 0.5210 0.9181
F -3.7244 -0.6357 1.6602
F -4.1939 1.6197 0.9154
F -2.0236 1.0360 1.7216
N 3.0516 -0.0328 -0.1616
C 3.3686 1.2883 -0.8270
C 2.3936 2.5353 -0.4001
C 1.7048 2.4055 1.0818
Br 0.0425 3.5872 1.0296
H 1.2648 -0.1867 -2.4874
H 0.4654 -1.8548 -2.1124
H -0.5024 1.0932 -1.3446
H -0.1261 0.1523 0.2459
H -3.7889 -0.2759 -1.1258
H -2.6776 1.2425 -1.2569
H 3.2160 1.1313 -2.0005
H 4.4969 1.5299 -0.5908
H 1.5539 2.7224 -1.1961
H 3.0835 3.5084 -0.3947
H 1.3244 1.3354 1.3643
H 2.4537 2.8174 1.9032
C 4.4275 2.1201 -4.1463
O 3.3512 1.8995 -3.6051
N 5.1434 1.2160 -4.9020
C 6.4132 1.5551 -5.5107
C 4.6098 -0.1162 -5.0941
H 4.9223 3.1014 -4.0638
H 6.3298 1.4337 -6.5946
H 7.1825 0.8801 -5.1243
H 6.6958 2.5871 -5.2859
H 3.6326 -0.0413 -5.5806
H 4.4812 -0.5923 -4.1174
H 5.2834 -0.7169 -5.7109
C -2.7195 3.5901 -2.5861
O -2.6226 2.3782 -2.7340
N -2.3385 4.5418 -3.5081
C -2.4863 5.9606 -3.2571
C -1.7719 4.1103 -4.7687
H -3.1372 4.0254 -1.6637
H -3.1362 6.3902 -4.0250
H -1.5008 6.4331 -3.3047
H -2.9248 6.1438 -2.2723
H -2.4990 3.4785 -5.2879
H -0.8713 3.5213 -4.5710
H -1.5193 4.9712 -5.3935
C 9.5975 1.7230 -3.1140
O 8.5165 1.4843 -3.6377
N 10.7899 1.1026 -3.4210
C 12.0298 1.4427 -2.7541
C 10.8046 0.0773 -4.4434
H 9.6983 2.4854 -2.3244
H 12.7487 1.7929 -3.5004
H 12.4216 0.5497 -2.2583
H 11.8748 2.2278 -2.0089
H 10.4513 0.5087 -5.3849
H 10.1258 -0.7287 -4.1488
H 11.8139 -0.3211 -4.5764
C 2.6579 0.2918 4.4768
O 3.1746 1.1853 3.8174
N 2.2440 0.4014 5.7874
C 1.6397 -0.7054 6.4998
C 2.4185 1.6636 6.4752
H 2.4792 -0.7084 4.0498
H 0.6358 -0.4135 6.8215
H 2.2519 -0.9390 7.3758
H 1.5692 -1.5925 5.8645
H 1.8738 2.4425 5.9330
H 3.4822 1.9195 6.4847
H 2.0457 1.5992 7.5009
C -1.5797 -6.3576 2.0609
O -1.3786 -7.5088 2.4271
N -0.6068 -5.4044 1.8469
C -0.9271 -4.0603 1.4126
C 0.7808 -5.7571 2.0629
H -2.5989 -5.9852 1.8677
H -0.4311 -3.8695 0.4565
H -0.5646 -3.3503 2.1618
H -2.0059 -3.9318 1.2890
H 1.0424 -6.5912 1.4048
H 0.9096 -6.0745 3.1020
H 1.4329 -4.9048 1.8545
C -8.9647 0.3632 -0.9558
O -10.1816 0.4497 -0.8484
N -8.0739 0.2631 0.0918
C -6.6443 0.1643 -0.1190
C -8.5827 0.2564 1.4473
H -8.4732 0.3592 -1.9424
H -6.2862 -0.7731 0.3166
H -6.1545 1.0086 0.3749
H -6.4002 0.1811 -1.1846
H -9.2666 -0.5894 1.5664
H -9.1355 1.1839 1.6245
H -7.7639 0.1723 2.1668
C -9.4578 -1.9768 4.0520
O -9.9625 -0.9346 3.6533
N -10.0109 -3.2334 3.9255
C -9.3488 -4.4207 4.4253
C -11.2955 -3.3722 3.2721
H -8.4814 -1.9843 4.5632
H -9.1729 -5.1058 3.5908
H -9.9956 -4.9020 5.1647
H -8.3923 -4.1721 4.8931
H -11.2192 -2.9849 2.2515
H -12.0379 -2.7822 3.8179
H -11.6044 -4.4205 3.2462


no.,molecular weight (g/mol)
1,960.18
2,789.79
3,906.88
4,870.79